(1)
The following is a quantum chemistry calculation of a cluster of 13 separate species, C62H108N8O28 in total, from the OMol25 dataset.

```
206
Properties=species:S:1:pos:R:3:mulliken_charge:R:1
C -30.535 8.083 8.222 -1.25
C -29.003 7.928 8.429 0.23
C -28.600 7.652 9.932 -0.62
O -29.026 8.765 10.687 -0.31
C -28.662 8.675 12.130 -0.75
N -28.544 6.973 7.421 -0.71
H -30.954 8.812 8.916 0.33
H -31.076 7.148 8.363 0.34
H -30.818 8.466 7.241 0.37
H -28.482 8.826 8.095 0.27
H -27.537 7.438 10.050 0.36
H -28.942 6.646 10.172 0.31
H -27.615 8.384 12.224 0.31
H -29.188 7.899 12.686 0.30
H -28.678 9.660 12.597 0.27
H -29.184 6.237 7.684 0.31
H -27.648 6.551 7.622 0.25
C -32.000 4.646 26.554 -1.43
C -32.664 3.393 26.104 0.53
C -32.775 3.172 24.508 -0.65
O -33.652 2.039 24.250 -0.26
C -35.018 2.456 24.016 -0.75
N -32.028 2.280 26.762 -0.51
H -32.530 5.419 25.998 0.33
H -31.020 4.970 26.204 0.34
H -32.134 4.717 27.633 0.33
H -33.642 3.466 26.579 0.16
H -31.843 2.817 24.066 0.26
H -33.169 4.070 24.034 0.36
H -35.482 2.990 24.845 0.28
H -35.721 1.676 23.723 0.28
H -34.989 3.317 23.348 0.31
H -31.135 2.036 26.357 0.19
H -32.188 2.270 27.759 0.23
C -24.840 -8.182 14.832 -1.38
C -23.674 -8.896 14.167 0.59
C -24.020 -10.307 13.571 -0.84
O -22.851 -11.166 13.649 -0.33
C -23.123 -12.344 12.884 -0.73
N -23.125 -8.113 13.047 -0.81
H -25.089 -8.800 15.694 0.36
H -25.728 -8.149 14.200 0.29
H -24.530 -7.225 15.252 0.37
H -22.840 -8.950 14.866 0.30
H -24.485 -10.242 12.588 0.41
H -24.722 -10.821 14.228 0.37
H -24.002 -12.900 13.209 0.29
H -22.152 -12.819 13.022 0.26
H -23.199 -12.104 11.823 0.32
H -22.337 -8.689 12.788 0.28
H -22.655 -7.289 13.394 0.24
C -33.749 13.243 25.714 -1.41
C -33.129 12.024 24.951 0.46
C -32.941 12.165 23.456 -0.78
O -32.240 11.085 22.851 -0.29
C -31.916 11.274 21.511 -0.72
N -31.932 11.535 25.579 -0.72
H -33.193 14.153 25.490 0.32
H -33.655 13.160 26.797 0.37
H -34.808 13.403 25.511 0.34
H -33.898 11.253 25.000 0.22
H -32.402 13.064 23.155 0.39
H -33.891 12.180 22.922 0.38
H -31.383 10.427 21.080 0.24
H -31.359 12.202 21.382 0.31
H -32.842 11.481 20.974 0.29
H -31.743 10.631 25.172 0.34
H -31.120 12.078 25.321 0.25
C -20.017 -3.843 18.823 -1.36
C -19.754 -4.863 19.898 0.48
C -20.977 -5.723 20.316 -0.70
O -20.526 -6.615 21.347 -0.29
C -21.472 -7.582 21.643 -0.85
N -18.666 -5.717 19.549 -0.73
H -20.118 -4.202 17.799 0.34
H -19.295 -3.029 18.891 0.31
H -20.990 -3.361 18.920 0.36
H -19.363 -4.331 20.765 0.23
H -21.452 -6.306 19.527 0.40
H -21.689 -5.078 20.830 0.32
H -22.495 -7.272 21.856 0.30
H -21.351 -8.060 22.615 0.31
H -21.665 -8.180 20.752 0.34
H -18.884 -6.407 18.845 0.24
H -18.371 -6.307 20.314 0.31
C -27.594 4.510 20.179 -1.40
C -26.641 3.249 20.208 0.26
C -27.315 2.115 19.472 -0.65
O -26.410 1.075 19.435 -0.31
C -26.876 -0.129 18.908 -0.76
N -25.323 3.631 19.720 -0.69
H -28.643 4.314 20.402 0.37
H -27.582 4.926 19.171 0.37
H -27.148 5.329 20.744 0.36
H -26.517 3.049 21.273 0.27
H -27.488 2.535 18.481 0.31
H -28.198 1.847 20.053 0.40
H -26.102 -0.892 18.834 0.26
H -27.037 0.098 17.854 0.32
H -27.805 -0.374 19.424 0.28
H -25.461 4.137 18.857 0.29
H -24.991 2.728 19.415 0.31
C -24.943 12.337 21.174 -1.38
C -24.571 11.500 20.012 0.67
C -24.181 12.285 18.693 -0.72
O -24.226 11.312 17.640 -0.33
C -23.338 11.460 16.573 -0.75
N -23.595 10.455 20.498 -0.77
H -24.081 12.852 21.598 0.36
H -25.210 11.785 22.075 0.34
H -25.686 13.113 20.987 0.34
H -25.419 10.959 19.593 0.17
H -23.147 12.629 18.671 0.44
H -24.915 13.051 18.444 0.29
H -22.317 11.259 16.896 0.31
H -23.344 12.505 16.266 0.32
H -23.508 10.833 15.697 0.25
H -23.917 9.663 21.036 0.21
H -23.153 10.006 19.708 0.23
C -24.084 -0.995 12.502 -1.48
C -23.081 -0.265 13.350 0.59
C -21.627 -0.434 12.802 -0.72
O -21.289 -1.788 12.620 -0.28
C -19.901 -2.019 12.673 -0.82
N -23.384 1.156 13.542 -0.74
H -25.115 -0.932 12.851 0.36
H -23.753 -2.018 12.328 0.35
H -24.190 -0.676 11.465 0.34
H -23.243 -0.771 14.301 0.21
H -20.872 0.064 13.411 0.38
H -21.490 -0.028 11.800 0.33
H -19.661 -3.046 12.398 0.27
H -19.403 -1.601 13.548 0.32
H -19.476 -1.449 11.848 0.33
H -23.340 1.552 12.614 0.30
H -22.539 1.563 13.918 0.27
C -25.071 5.022 28.217 -0.67
C -24.743 4.225 29.220 0.47
C -23.798 3.107 29.124 0.75
O -23.541 2.301 29.988 -0.58
C -23.190 2.986 27.709 -0.82
C -23.531 3.873 26.759 0.59
C -24.520 4.949 26.967 0.37
O -24.726 5.925 26.240 -0.59
O -22.859 3.804 25.564 -0.51
O -25.277 4.342 30.458 -0.54
H -25.821 5.759 28.461 0.44
H -22.482 2.191 27.531 0.44
H -23.424 4.075 24.836 0.31
H -24.863 3.757 31.097 0.34
C -31.340 -5.384 24.362 -0.76
C -31.973 -4.320 23.804 0.54
C -32.043 -4.131 22.265 0.37
O -32.805 -3.434 21.644 -0.57
C -31.251 -5.085 21.579 -0.58
C -30.592 -6.144 22.072 0.43
C -30.639 -6.383 23.594 0.69
O -30.036 -7.280 24.195 -0.62
O -29.783 -6.849 21.333 -0.50
O -32.766 -3.497 24.479 -0.50
H -31.428 -5.542 25.427 0.45
H -31.189 -5.038 20.502 0.40
H -29.292 -7.483 21.861 0.34
H -32.768 -2.653 24.022 0.32
C -33.146 1.904 16.112 -0.91
C -33.550 3.119 15.682 0.44
C -33.662 3.460 14.197 0.81
O -34.186 4.506 13.683 -0.64
C -33.263 2.492 13.247 -0.80
C -32.854 1.286 13.716 0.51
C -32.745 0.844 15.122 0.67
O -32.201 -0.210 15.554 -0.61
O -32.427 0.366 12.881 -0.49
O -34.071 4.122 16.493 -0.52
H -33.035 1.628 17.150 0.44
H -33.277 2.724 12.192 0.45
H -32.518 -0.482 13.320 0.32
H -34.431 4.895 16.053 0.35
C -23.630 -3.232 25.754 -0.77
C -24.530 -2.470 25.039 0.48
C -25.984 -2.311 25.450 0.72
O -26.747 -1.500 24.921 -0.63
C -26.250 -3.023 26.683 -0.96
C -25.379 -3.741 27.366 0.59
C -23.984 -4.014 26.962 0.68
O -23.151 -4.700 27.487 -0.57
O -25.713 -4.310 28.565 -0.54
O -24.095 -1.752 23.954 -0.53
H -22.654 -3.369 25.312 0.43
H -27.208 -2.820 27.139 0.43
H -24.967 -4.746 28.983 0.33
H -24.877 -1.346 23.572 0.31
C -15.784 4.786 20.614 -0.76
C -16.564 3.869 21.250 0.39
C -16.256 3.032 22.388 0.58
O -16.925 2.077 22.766 -0.60
C -15.188 3.649 23.126 -0.64
C -14.466 4.632 22.639 0.36
C -14.564 5.175 21.275 0.80
O -13.672 5.903 20.819 -0.62
O -13.544 5.177 23.444 -0.51
O -17.761 3.586 20.616 -0.53
H -16.183 5.318 19.763 0.41
H -14.977 3.345 24.141 0.42
H -12.959 5.710 22.901 0.35
H -18.181 2.844 21.056 0.35
```

Computed properties:
2S+1 = 1
HOMO = -8.65 eV
E_tot = -135279.5195 eV
HOMO-LUMO gap = 6.67 eV


(2)
The following is a quantum chemistry calculation of the molecule C2H6N2O, from the OMol25 dataset.

```
11
Properties=species:S:1:pos:R:3:nbo_charge:R:1
N 1.767 0.183 -0.688 -0.84
C 0.502 0.652 -0.043 -0.06
N -0.826 -0.002 -0.084 -0.65
C -1.507 -0.736 0.901 0.51
O -0.964 -1.495 1.743 -0.60
H 1.970 -0.764 -0.592 0.37
H 1.940 0.490 -1.673 0.36
H 0.404 1.719 -0.400 0.19
H 0.807 0.528 0.938 0.20
H -1.495 0.305 -0.841 0.39
H -2.599 -0.881 0.739 0.13
```

Computed properties:
2S+1 = 1
HOMO = -9.69 eV
E_tot = -7198.1317 eV
Structure (SMILES) = NCNC=O
HOMO-LUMO gap = 10.47 eV


Question: Number 2 is which compound?
Answer: C2H6N2O


Question: The lowest HOMO belongs to which entry?
Answer: C2H6N2O